*a*
Below is a cluster of 31 separate species, H62O31 in total, with properties calculated with ωB97M-V/def2-TZVPD.

Geometry as ORCA input:
```
! wB97M-V def2-TZVPD RIJCOSX def2/J DEFGRID3
* xyz 0 1
O 7.7941 8.7200 9.5836
H 7.0851 9.0828 10.1703
H 8.1656 9.5865 9.3495
O 12.5791 15.7528 9.9393
H 12.5347 14.9093 9.4433
H 11.7039 15.8721 10.3235
O 14.5199 14.0821 11.8085
H 15.2466 13.8962 11.2416
H 13.8810 14.6013 11.2358
O 8.2052 11.1979 13.1428
H 8.9397 11.7673 13.3934
H 7.5917 11.7706 12.6700
O 17.1036 13.2892 8.8085
H 16.8264 14.2077 9.1084
H 17.5420 13.0059 9.5836
O 5.8171 10.3164 7.5338
H 6.5988 10.3115 8.0795
H 5.6040 9.4679 7.1972
O 14.1305 8.9563 11.8808
H 14.7796 8.5077 11.3194
H 14.5310 9.7727 12.2900
O 13.3569 13.6727 8.2672
H 13.6939 12.8804 8.8265
H 13.0223 13.3329 7.4185
O 15.3578 15.6864 9.1095
H 14.6885 16.1693 9.5369
H 14.8718 14.9527 8.6505
O 12.2009 7.2814 13.3384
H 12.6975 8.0655 13.4854
H 11.3143 7.5225 13.2844
O 14.1473 11.6220 9.9138
H 14.3919 11.2351 9.0748
H 14.7833 11.3482 10.5974
O 16.2257 8.4690 9.8985
H 15.4399 8.3456 9.3143
H 16.7755 7.6944 9.9700
O 11.7784 10.1285 10.9731
H 11.1035 9.5557 11.3764
H 12.5973 9.6334 10.9350
O 12.7889 11.9941 12.8659
H 12.5845 11.3257 12.2344
H 13.3352 12.6442 12.4125
O 17.5323 18.0623 7.3825
H 16.7337 18.6086 7.3212
H 17.2456 17.2660 7.8566
O 13.7401 7.9484 8.7590
H 12.9198 8.3870 8.5053
H 13.4745 7.1542 9.3047
O 7.8290 13.6029 11.5723
H 8.7657 13.4968 11.3548
H 7.6664 14.5430 11.5222
O 7.8528 11.4878 9.1862
H 7.2556 11.7785 9.8382
H 8.6337 12.0523 9.2089
O 18.2505 10.1433 8.4893
H 17.4650 10.5952 8.1444
H 17.8659 9.3879 8.8198
O 10.4314 12.6503 9.4409
H 10.7335 12.1000 10.1591
H 11.1513 12.8027 8.8566
O 9.6095 9.0026 12.1745
H 9.1122 8.5548 11.4474
H 9.0502 9.8500 12.2798
O 14.6751 10.0704 5.1123
H 13.8342 10.2733 4.7482
H 14.6597 9.1522 5.3603
O 18.1288 11.5527 10.8989
H 17.2142 11.2423 10.8464
H 18.3929 11.1310 10.0749
O 15.7233 11.3907 7.5480
H 15.7498 11.4992 6.6088
H 16.0400 12.1900 8.0095
O 15.5980 11.2633 12.5927
H 14.9820 11.8595 12.9842
H 16.5081 11.2317 12.9781
O 18.1500 12.7116 13.4504
H 18.2951 12.6257 12.4909
H 19.0328 12.6310 13.8812
O 11.5978 9.6317 8.0839
H 11.8820 10.0183 8.9044
H 10.6907 9.4402 8.2773
O 13.3197 6.0606 10.9734
H 12.9948 6.6916 11.6458
H 12.6455 5.3267 11.0930
O 10.5447 12.6841 14.3137
H 11.3793 12.6060 13.8096
H 10.8130 12.2581 15.1351
O 11.9008 12.1264 6.1851
H 11.7421 11.2802 6.5438
H 11.3182 12.3096 5.4486
O 5.2866 12.3275 9.8161
H 5.5256 13.0895 9.3313
H 5.0969 11.6088 9.2121
*
```

Calculated values
HOMO energy	-11.16	eV

***

*b*
Below is a cluster of 31 separate species, H62O31 in total, with properties calculated with ωB97M-V/def2-TZVPD.

Geometry as ORCA input:
```
! wB97M-V def2-TZVPD RIJCOSX def2/J DEFGRID3
* xyz 0 1
O 0.3600 -4.7226 2.0113
H 1.1939 -5.1220 1.7637
H 0.6021 -4.0045 2.5961
O -0.6723 3.2072 3.4347
H -0.3939 3.2616 2.5205
H 0.0658 2.7983 3.8864
O -2.0390 -2.3312 -1.9597
H -2.0602 -1.8705 -1.1209
H -1.1938 -2.0950 -2.3419
O -1.9697 2.4794 -0.8973
H -1.3491 1.8713 -0.4957
H -1.6459 2.5978 -1.7902
O 1.6331 -2.1215 0.2436
H 2.3717 -2.7090 0.4032
H 2.0373 -1.2874 0.0044
O 2.2766 -4.4598 -1.9611
H 1.5118 -4.1941 -1.4505
H 2.1021 -5.3706 -2.1983
O 1.7382 2.5176 1.3092
H 1.3339 1.9710 0.6354
H 2.1307 1.8942 1.9204
O 3.4340 -2.0159 -2.9441
H 3.0374 -2.6621 -2.3598
H 4.1553 -2.4838 -3.3650
O -1.8471 0.0743 -5.6947
H -1.4057 0.4903 -6.4352
H -1.3657 0.3799 -4.9259
O -4.6387 1.0524 2.5544
H -4.6841 1.9667 2.2748
H -3.8175 0.9911 3.0423
O -3.7628 0.5578 -0.3480
H -3.9785 0.5584 0.5845
H -3.0555 1.1974 -0.4311
O -1.1059 -2.1458 0.7741
H -0.2632 -2.5951 0.8397
H -1.4747 -2.1975 1.6559
O -2.3236 -1.7056 3.3061
H -1.9637 -1.9547 4.1574
H -2.2834 -0.7493 3.2991
O -1.0725 4.8450 0.1541
H -1.3706 3.9867 -0.1470
H -1.8686 5.2843 0.4531
O -1.3270 -5.1563 -2.1956
H -1.6815 -4.3434 -2.5557
H -1.4683 -5.0824 -1.2518
O 4.7972 -1.3764 1.3093
H 4.7107 -1.9767 2.0499
H 5.7113 -1.0936 1.3351
O 0.5849 -1.6193 -2.9264
H 0.7455 -1.7887 -3.8547
H 1.4510 -1.4353 -2.5627
O 1.5447 2.9896 -2.2724
H 0.9105 3.1256 -2.9764
H 2.3663 3.3376 -2.6189
O 1.8907 1.9468 4.5351
H 2.3440 2.7380 4.8261
H 2.5292 1.4928 3.9852
O -0.5021 0.9766 -3.3332
H 0.0866 1.4250 -2.7261
H -0.2869 0.0490 -3.2351
O 3.7961 0.9653 2.8128
H 4.6119 1.3978 3.0650
H 4.0708 0.1124 2.4762
O 2.8112 0.1847 -0.5797
H 3.1248 0.4006 -1.4580
H 3.5529 0.3769 -0.0060
O 1.5197 5.4186 2.0638
H 1.3832 4.8656 1.2945
H 0.7041 5.9117 2.1526
O -5.5564 -0.8053 -1.4869
H -4.9046 -0.2496 -1.0597
H -5.4086 -1.6760 -1.1175
O -4.6346 -3.4902 -1.5381
H -4.7006 -3.9382 -2.3814
H -3.7503 -3.1239 -1.5295
O -2.3292 1.0821 3.9197
H -1.7746 1.8484 3.7730
H -2.4426 1.0463 4.8695
O -1.9394 -5.0568 0.6239
H -1.2883 -5.4694 1.1914
H -1.7234 -4.1246 0.6491
O 5.8497 1.2091 -0.4622
H 5.2618 1.9590 -0.3718
H 6.3872 1.4163 -1.2266
O 4.0554 3.5708 -0.0020
H 3.9615 4.5204 -0.0779
H 3.2231 3.2763 0.3679
O -0.0931 0.4181 -0.1091
H -0.5526 -0.4177 -0.0283
H 0.7935 0.1793 -0.3793
O -4.9693 2.9180 -1.7001
H -4.6389 2.2347 -1.1169
H -5.1856 3.6464 -1.1180
*
```

Calculated values
HOMO energy	-8.61	eV

***

Which one is most stable, and which one is least stable? *a* is the most stable of them, while *b* is the least stable.

***

*a*
Below is a cluster of 2 separate species, C5H12NO2 in total, with properties calculated with ωB97M-V/def2-TZVPD.

Geometry as ORCA input:
```
! wB97M-V def2-TZVPD RIJCOSX def2/J DEFGRID3
* xyz 1 1
O -1.4424 -2.0776 -0.5218
C -0.2435 -2.1325 -0.5845
C 0.6167 -0.8770 -0.4926
N -0.3483 0.2560 -0.3122
C -0.0056 1.0161 0.9477
C 1.4143 0.5490 1.2613
C 1.4267 -0.9013 0.7902
H 0.2777 -3.0954 -0.7159
H 1.0977 -0.8518 -1.4656
H -0.4589 0.8847 -1.1119
H -1.2677 -0.2202 -0.3005
H -0.0582 2.0702 0.7216
H -0.7787 0.8093 1.6820
H 1.7314 0.6295 2.2922
H 2.0846 1.2005 0.7066
H 0.9798 -1.5084 1.5819
H 2.4416 -1.2768 0.7063
H -2.9517 1.2740 -2.0304
H -2.3769 2.5758 -1.4470
O -2.1386 1.6758 -1.7072
*
```

Calculated values
HOMO energy	-14.75	eV

***

*b*
Below is a cluster of 2 separate species, C5H12NO2 in total, with properties calculated with ωB97M-V/def2-TZVPD.

Geometry as ORCA input:
```
! wB97M-V def2-TZVPD RIJCOSX def2/J DEFGRID3
* xyz 1 1
O -0.1654 1.4087 0.8187
C 0.2785 0.8681 1.8064
C -0.1370 -0.5649 2.1606
C -0.4748 -1.3681 0.9744
C -1.0992 -0.6243 -0.2042
C -0.4821 0.0269 -1.1929
N -1.1611 0.8721 -2.1719
H 0.9874 1.3444 2.4069
H 0.6439 -1.1635 2.7902
H -0.9780 -0.4654 2.9679
H 0.4423 -1.8741 0.6595
H -1.1042 -2.2253 1.2465
H -2.1105 -0.4718 -0.0058
H 0.5734 0.0747 -1.3737
H -0.6076 1.0022 -3.0755
H -1.1395 1.9071 -1.9006
H -2.1297 0.5377 -2.4634
H 2.5554 0.0563 -1.9358
H 3.5078 -0.9282 -1.2886
O 2.5372 -0.6492 -1.3299
*
```

Calculated values
HOMO energy	-12.69	eV

***

*c*
Below is the ion C5H12NO2 with charge +1, with properties calculated with ωB97M-V/def2-TZVPD.

Geometry as ORCA input:
```
! wB97M-V def2-TZVPD RIJCOSX def2/J DEFGRID3
* xyz 1 1
O -2.6102 0.6534 -0.8961
C -1.7070 0.2035 -0.2471
O -1.8651 -0.3385 0.9434
C -0.3200 0.0756 -0.9139
C 0.8439 -0.3455 0.0827
C 0.7192 -1.8470 0.3649
C 0.9106 0.5029 1.3513
N 0.0515 1.4468 -1.3610
H -2.7810 -0.5416 1.1878
H -0.4838 -0.6519 -1.7037
H 1.7699 -0.2199 -0.4979
H 1.3915 -2.0637 1.2002
H 1.1781 -2.4260 -0.4389
H -0.2979 -2.1534 0.5621
H -0.0511 0.5241 1.8496
H 1.1779 1.5517 1.1586
H 1.7407 0.2120 1.9911
H 0.5275 1.4271 -2.2668
H 0.5570 1.9950 -0.6604
H -0.7517 1.9954 -1.7060
*
```

Calculated values
HOMO energy	-15.11	eV
SMILES	CC(C)[C@H]([NH3+])C(=O)O

***

*d*
Below is the ion C5H12NO2 with charge +1, with properties calculated with ωB97M-V/def2-TZVPD.

Geometry as ORCA input:
```
! wB97M-V def2-TZVPD RIJCOSX def2/J DEFGRID3
* xyz 1 1
O -3.2062 -0.5717 0.6042
C -2.2504 -0.0530 1.0234
C -1.1464 0.4045 -0.0373
C -0.0703 -0.6555 0.0368
C 1.3798 -0.6062 -0.4297
C 2.0815 0.3714 0.3789
O 2.8378 -0.0687 1.5756
N -1.7591 0.5413 -1.4506
H -1.8891 -0.2234 2.1135
H -0.7751 1.4204 0.2411
H -0.5725 -1.5343 -0.3632
H -0.1895 -0.9681 1.2226
H 1.4416 -0.3992 -1.5920
H 1.8051 -1.5903 -0.1518
H 2.6949 1.1729 -0.1217
H 1.4140 1.1776 0.8734
H 3.8191 -0.1877 1.3766
H -1.0996 1.3741 -1.9659
H -1.6925 -0.3381 -2.0097
H -2.8230 0.7339 -1.3239
*
```

Calculated values
HOMO energy	-13.92	eV
SMILES	[NH3+][C@@H](C=O)CCCO

***

Which one is most stable, and which one is least stable? *a* is the most stable of them, while *d* is the least stable.

***

*a*
Below is a cluster of 2 separate species, C2H9N2O in total, with properties calculated with ωB97M-V/def2-TZVPD.

Geometry as ORCA input:
```
! wB97M-V def2-TZVPD RIJCOSX def2/J DEFGRID3
* xyz 1 1
C 1.2295 -0.2671 -1.3407
C -1.0414 0.2910 1.0231
N -0.7756 -0.9529 1.3213
N 0.8655 0.7625 -0.2931
O -1.8572 0.6538 0.1378
H 2.3400 -0.6124 -1.2560
H 0.6583 -1.2288 -0.9865
H 0.9447 0.0218 -2.2754
H -0.7830 1.2036 1.7079
H -1.3295 -1.5904 0.7886
H -0.4042 -1.0519 2.2439
H 1.4673 1.0074 0.4658
H 0.7586 1.5744 -0.8640
H -2.0729 0.1891 -0.6726
*
```

Calculated values
HOMO energy	-14.07	eV

***

*b*
Below is a cluster of 2 separate species, C2H9N2O in total, with properties calculated with ωB97M-V/def2-TZVPD.

Geometry as ORCA input:
```
! wB97M-V def2-TZVPD RIJCOSX def2/J DEFGRID3
* xyz 1 1
C -2.1699 1.0541 0.3692
N -1.0189 1.8917 -0.0493
H -2.2819 0.1143 -0.1854
H -3.0684 1.6626 0.2565
H -1.9833 0.7950 1.4425
H -0.5529 2.3935 0.7314
H -0.3413 1.3177 -0.5879
H -1.3808 2.6339 -0.7030
C 1.3985 -0.8789 0.1169
N 1.7852 -2.1487 -0.1266
O 0.3523 -0.3490 -0.3547
H 2.0680 -0.1867 0.6394
H 2.5575 -2.5394 0.4148
H 1.4292 -2.6502 -0.8552
*
```

Calculated values
HOMO energy	-14.42	eV

***

*c*
Below is a cluster of 2 separate species, C2H9N2O in total, with properties calculated with ωB97M-V/def2-TZVPD.

Geometry as ORCA input:
```
! wB97M-V def2-TZVPD RIJCOSX def2/J DEFGRID3
* xyz 1 1
C 1.3061 0.1342 0.5207
C 0.8514 0.2417 -0.7196
N -0.5886 0.6290 -0.8998
N 2.5382 -0.4346 0.7953
H 0.7375 0.3709 1.4163
H 1.2168 -0.1710 -1.6428
H -0.8028 1.6294 -0.8629
H -1.2154 0.1707 -0.2112
H -0.9067 0.3415 -1.8248
H 3.3479 0.0654 0.4626
H 2.7620 -0.9759 1.6075
H -3.2458 0.0404 0.7684
H -3.1250 -1.4583 0.4423
O -2.8757 -0.5836 0.1481
*
```

Calculated values
HOMO energy	-13.16	eV

***

Which one is most stable, and which one is least stable? *b* is the most stable of them, while *a* is the least stable.

***

*a*
Below is a structure of composition C2H9N2O, with properties calculated with ωB97M-V/def2-TZVPD.

Geometry as ORCA input:
```
! wB97M-V def2-TZVPD RIJCOSX def2/J DEFGRID3
* xyz 1 1
C -0.3307 -0.5440 -1.6133
C -0.2688 0.2909 -0.3050
N -0.5353 -0.0929 2.0624
N 1.2006 0.4963 -0.0357
O -0.8317 -0.5323 0.6767
H -0.5588 0.1575 -2.5143
H -1.2547 -1.2944 -1.3404
H 0.5559 -1.0973 -1.8460
H -0.9530 1.5075 -0.3569
H -1.3751 0.2971 2.4423
H -0.3004 -0.8432 2.6700
H 1.3572 0.8937 0.9736
H 1.5882 -0.4284 -0.2390
H 1.7067 1.1896 -0.5744
*
```

Calculated values
HOMO energy	-14.99	eV

***

*b*
Below is a cluster of 2 separate species, C2H9N2O in total, with properties calculated with ωB97M-V/def2-TZVPD.

Geometry as ORCA input:
```
! wB97M-V def2-TZVPD RIJCOSX def2/J DEFGRID3
* xyz 1 1
C 1.9104 -0.6899 -1.5603
N -0.5316 -0.3767 1.1393
C 0.3299 -0.7686 0.2284
N 0.7290 -0.1543 -0.8708
H 1.6238 -1.3312 -2.3935
H 2.3888 0.1751 -2.0209
H 2.5824 -1.2194 -0.9053
H -1.2968 0.2860 0.9964
H -0.4698 -0.9170 2.0027
H 0.9683 -1.5946 0.5189
H 0.1376 0.5909 -1.2070
H -2.9939 2.1869 2.0939
H -2.7966 2.1267 0.5806
O -2.5814 1.6861 1.3976
*
```

Calculated values
HOMO energy	-15.09	eV

***

Which one is most stable, and which one is least stable? *b* is the most stable of them, while *a* is the least stable.